# C9H36O9

C9H36O9 as an isolated structure (ωB97M-V with the def2-TZVPD basis set, the OMol25 dataset).

Summary:
LUMO level: 0.25 eV
Relative energy (zero: lowest compared OMol25 entry of this formula, charge and spin): 415.2 kcal per mole
Highest occupied orbital energy: -8.1 eV
HOMO-LUMO gap: 8.312 eV

ORCA input file:
```
! RIJCOSX wB97M-V def2-TZVPD def2/J DEFGRID3
* xyz 0 1
C 1.71 -1.35 -1.75
O 2.29 -1.90 -2.97
H 0.76 -1.85 -1.58
H 2.30 -1.65 -0.89
H 1.55 -0.27 -1.73
H 1.88 -1.52 -3.75
C 1.94 -1.20 2.44
O 1.35 -1.80 1.30
H 3.00 -1.45 2.56
H 1.86 -0.12 2.52
H 1.40 -1.67 3.26
H 0.50 -2.15 1.59
C -1.22 -1.48 2.36
O -0.30 -2.50 2.07
H -1.98 -1.38 1.59
H -1.66 -1.70 3.33
H -0.59 -0.60 2.51
H -0.79 -3.32 2.02
C -3.78 -2.38 -0.84
O -2.67 -2.03 0.00
H -4.24 -3.36 -0.76
H -4.52 -1.65 -0.52
H -3.54 -2.20 -1.89
H -1.86 -2.17 -0.50
C 3.27 -0.12 -0.02
O 3.79 0.79 0.94
H 3.00 -1.03 0.52
H 2.36 0.17 -0.54
H 4.02 -0.28 -0.80
H 4.10 1.55 0.44
C -0.22 -0.08 0.23
O -0.75 1.19 -0.18
H 0.28 -0.06 1.20
H -1.06 -0.77 0.17
H 0.50 -0.49 -0.49
H -0.12 1.86 0.08
C -2.40 0.02 -1.82
O -1.96 1.32 -1.73
H -1.63 -0.67 -2.14
H -2.87 -0.27 -0.88
H -3.20 -0.04 -2.56
H -1.33 1.37 -1.01
C -1.03 3.58 -1.10
O -2.30 4.22 -1.10
H -0.66 3.52 -0.08
H -1.10 2.59 -1.57
H -0.34 4.25 -1.61
H -2.12 5.11 -1.39
C 1.72 2.20 0.71
O 0.34 2.52 0.80
H 2.32 2.60 1.53
H 1.73 1.11 0.71
H 2.09 2.50 -0.27
H 0.22 3.03 1.61
*
```



# C9H36O9

A 9-piece molecular cluster, C9H36O9 overall (ωB97M-V with the def2-TZVPD basis set, the OMol25 dataset).

Summary:
LUMO level: -0.39 eV
Relative energy (zero: lowest compared OMol25 entry of this formula, charge and spin): 46.0 kcal per mole
Highest occupied orbital energy: -9.4 eV
HOMO-LUMO gap: 9.034 eV
Structure (SMILES): CC(C)O.CC(C)O.CC(C)O.O.O.O.O.O.O

ORCA input file:
```
! RIJCOSX wB97M-V def2-TZVPD def2/J DEFGRID3
* xyz 0 1
C -13.21 23.85 1.53
C -13.21 24.77 2.82
C -14.42 24.55 3.65
O -12.08 24.63 3.57
H -13.61 24.45 0.71
H -13.84 22.97 1.59
H -12.25 23.38 1.34
H -13.22 25.84 2.59
H -14.22 24.92 4.66
H -14.69 23.51 3.81
H -15.27 24.87 3.04
H -11.35 25.20 3.34
C -17.85 20.48 7.22
C -17.64 20.29 8.71
C -16.98 18.88 8.99
O -16.80 21.25 9.24
H -17.04 20.36 6.50
H -18.24 21.45 6.92
H -18.56 19.76 6.82
H -18.58 20.42 9.25
H -16.11 18.78 8.34
H -17.70 18.08 8.80
H -16.65 18.89 10.03
H -17.22 22.05 8.93
C -17.27 21.50 1.09
C -17.53 20.62 2.30
C -16.63 20.90 3.54
O -18.83 20.85 2.80
H -16.22 21.49 0.80
H -17.52 22.55 1.25
H -17.65 21.28 0.09
H -17.43 19.56 2.04
H -15.58 20.91 3.27
H -16.75 20.17 4.34
H -16.79 21.90 3.94
H -18.86 21.81 2.90
O -20.36 23.03 6.23
H -20.21 23.98 6.26
H -20.26 22.80 5.31
O -16.44 23.64 5.95
H -17.29 24.08 5.93
H -15.96 24.07 6.65
O -18.51 25.54 6.07
H -18.30 26.05 5.29
H -18.87 26.18 6.69
O -18.32 23.51 8.71
H -18.82 24.02 8.07
H -18.44 23.99 9.53
O -14.91 25.12 7.94
H -14.03 24.73 7.91
H -14.94 25.59 8.77
O -14.66 21.57 6.43
H -15.35 22.11 6.05
H -15.01 21.32 7.29
*
```



# C9H36O9

A 9-piece molecular cluster, C9H36O9 overall (ωB97M-V with the def2-TZVPD basis set, the OMol25 dataset).

Summary:
LUMO level: 0.42 eV
Relative energy (zero: lowest compared OMol25 entry of this formula, charge and spin): 123.2 kcal per mole
Highest occupied orbital energy: -9.6 eV
HOMO-LUMO gap: 9.998 eV
Structure (SMILES): CO.CO.CO.CO.CO.CO.CO.CO.CO

ORCA input file:
```
! RIJCOSX wB97M-V def2-TZVPD def2/J DEFGRID3
* xyz 0 1
C 10.15 9.04 5.12
O 9.17 9.35 6.06
H 9.81 8.66 4.20
H 10.79 9.87 4.82
H 10.85 8.24 5.51
H 9.21 10.29 6.22
C 7.46 6.10 10.63
O 7.64 7.05 9.58
H 6.44 6.06 10.95
H 7.71 5.08 10.24
H 8.15 6.42 11.44
H 6.95 7.05 8.93
C 12.91 10.18 8.91
O 11.85 10.57 8.02
H 13.13 9.10 8.68
H 13.73 10.81 8.67
H 12.67 10.30 9.93
H 11.04 10.03 8.14
C 9.21 12.33 14.87
O 10.09 12.01 13.75
H 8.17 12.47 14.50
H 9.33 11.49 15.56
H 9.50 13.27 15.29
H 10.94 12.33 14.12
C 9.75 10.09 10.72
O 9.84 9.57 9.35
H 9.09 10.91 10.73
H 9.35 9.42 11.43
H 10.78 10.41 10.89
H 8.99 9.10 9.14
C 9.77 13.39 6.55
O 10.03 11.99 6.69
H 9.64 13.84 7.56
H 10.54 13.87 5.98
H 8.76 13.50 6.15
H 10.86 11.80 7.15
C 6.38 8.50 6.29
O 7.33 7.43 6.37
H 6.75 9.24 6.93
H 6.30 8.89 5.31
H 5.40 8.14 6.54
H 8.14 7.97 6.41
C 6.37 9.79 13.60
O 7.52 9.06 14.10
H 6.42 10.85 13.83
H 6.31 9.72 12.53
H 5.46 9.30 13.93
H 8.32 9.57 13.82
C 13.06 10.97 14.89
O 12.46 12.22 15.09
H 13.78 10.97 14.03
H 13.64 10.61 15.80
H 12.30 10.20 14.63
H 13.04 12.84 15.51
*
```



Please write out number 1 again, unchanged.
# C9H36O9

C9H36O9 as an isolated structure (ωB97M-V with the def2-TZVPD basis set, the OMol25 dataset).

Summary:
LUMO level: 0.25 eV
Relative energy (zero: lowest compared OMol25 entry of this formula, charge and spin): 415.2 kcal per mole
Highest occupied orbital energy: -8.1 eV
HOMO-LUMO gap: 8.312 eV

ORCA input file:
```
! RIJCOSX wB97M-V def2-TZVPD def2/J DEFGRID3
* xyz 0 1
C 1.71 -1.35 -1.75
O 2.29 -1.90 -2.97
H 0.76 -1.85 -1.58
H 2.30 -1.65 -0.89
H 1.55 -0.27 -1.73
H 1.88 -1.52 -3.75
C 1.94 -1.20 2.44
O 1.35 -1.80 1.30
H 3.00 -1.45 2.56
H 1.86 -0.12 2.52
H 1.40 -1.67 3.26
H 0.50 -2.15 1.59
C -1.22 -1.48 2.36
O -0.30 -2.50 2.07
H -1.98 -1.38 1.59
H -1.66 -1.70 3.33
H -0.59 -0.60 2.51
H -0.79 -3.32 2.02
C -3.78 -2.38 -0.84
O -2.67 -2.03 0.00
H -4.24 -3.36 -0.76
H -4.52 -1.65 -0.52
H -3.54 -2.20 -1.89
H -1.86 -2.17 -0.50
C 3.27 -0.12 -0.02
O 3.79 0.79 0.94
H 3.00 -1.03 0.52
H 2.36 0.17 -0.54
H 4.02 -0.28 -0.80
H 4.10 1.55 0.44
C -0.22 -0.08 0.23
O -0.75 1.19 -0.18
H 0.28 -0.06 1.20
H -1.06 -0.77 0.17
H 0.50 -0.49 -0.49
H -0.12 1.86 0.08
C -2.40 0.02 -1.82
O -1.96 1.32 -1.73
H -1.63 -0.67 -2.14
H -2.87 -0.27 -0.88
H -3.20 -0.04 -2.56
H -1.33 1.37 -1.01
C -1.03 3.58 -1.10
O -2.30 4.22 -1.10
H -0.66 3.52 -0.08
H -1.10 2.59 -1.57
H -0.34 4.25 -1.61
H -2.12 5.11 -1.39
C 1.72 2.20 0.71
O 0.34 2.52 0.80
H 2.32 2.60 1.53
H 1.73 1.11 0.71
H 2.09 2.50 -0.27
H 0.22 3.03 1.61
*
```